1.
The following is a quantum chemistry calculation of a molecular structure, C22H15F5N5ReS, from the OMol25 dataset.

ORCA input file:
```
! wB97M-V def2-TZVPD RIJCOSX def2/J DEFGRID3
* xyz 3 4
Re 0.3484 0.6314 1.1391
C 1.4302 3.2206 0.0181
N 0.3696 2.7691 1.0002
C -1.0232 3.2952 0.7146
C -1.8415 2.2115 0.0947
N -1.4545 0.9341 0.1700
C -2.4548 0.1616 -0.4410
C -2.5656 -1.2095 -0.6469
C -3.7059 -1.6475 -1.2892
C -4.7043 -0.7565 -1.7167
C -4.5974 0.6056 -1.5200
C -3.4495 1.0408 -0.8727
N -3.0129 2.3205 -0.5135
C 1.6917 2.1126 -0.9472
N 1.3151 0.8626 -0.6525
C 1.7385 0.0400 -1.7097
C 1.6003 -1.3261 -1.9293
C 2.1456 -1.8216 -3.0966
C 2.8049 -0.9906 -4.0174
C 2.9401 0.3671 -3.8069
C 2.3909 0.8605 -2.6318
N 2.3301 2.1556 -2.1051
H 2.3386 3.4401 0.5843
H 1.1173 4.1394 -0.4776
H 0.6357 3.1731 1.8995
H -0.9652 4.1806 0.0815
H -1.4672 3.5965 1.6662
H -1.8094 -1.9096 -0.3170
H -3.8409 -2.7056 -1.4664
H -5.5809 -1.1514 -2.2112
H -5.3677 1.2895 -1.8498
H -3.5249 3.1795 -0.6716
H 1.0985 -1.9800 -1.2280
H 2.0683 -2.8786 -3.3107
H 3.2180 -1.4293 -4.9151
H 3.4477 1.0044 -4.5182
H 2.7272 2.9817 -2.5356
F 1.1365 -5.2828 4.0137
C 1.1351 -3.9892 3.8543
C 0.7120 -3.4499 2.6326
F 0.3142 -4.2124 1.6370
C 0.7331 -2.0869 2.5252
F 0.3041 -1.4904 1.2984
C 1.1385 -1.2121 3.5120
S 1.1507 0.5299 3.2349
C 1.5500 -1.7679 4.7175
F 1.9477 -0.9872 5.6955
C 1.5481 -3.1526 4.8865
F 1.9389 -3.6660 6.0221
*
```

The expectation value of S² is 3.79. For the HOMO energy (spin up / spin down), the calculation gives -0.6517 / -0.6502 Eh. For the lowest unoccupied orbital energy (spin up / spin down), the calculation gives -11.08 / -12.44 eV.

Results of the natural (NBO) charge analysis, in e, for atoms 1 through 5:
1 Re 1.626
2 C -0.276
3 N -0.587
4 C -0.276
5 C 0.412


2.
The following is a quantum chemistry calculation of a molecular structure, C22H15F6N3O7PtS2, from the OMol25 dataset.

ORCA input file:
```
! wB97M-V def2-TZVPD RIJCOSX def2/J DEFGRID3
* xyz 0 5
Pt -0.1127 0.3716 0.1293
O -1.0713 -5.0603 0.0301
C 0.1977 -4.9438 -0.3902
C 0.9146 -6.1308 -0.5572
C 2.2232 -6.1002 -0.9834
C 2.8628 -4.8889 -1.2583
C 2.1632 -3.7169 -1.1068
C 0.8251 -3.7169 -0.6792
C 0.1584 -2.4274 -0.5431
O 0.6846 -1.3768 -0.9850
N -1.0778 -2.4136 0.0592
N -1.5650 -1.1938 0.1326
C -2.7970 -1.0495 0.6227
C -3.5402 0.1105 0.4936
C -4.8410 0.1492 1.0943
C -5.6831 1.1856 0.8844
C -5.2811 2.2636 0.0340
C -4.0660 2.2873 -0.5584
C -3.1103 1.2329 -0.3353
O -1.9759 1.3170 -0.8764
H -1.4293 -4.1665 0.1941
H 0.4124 -7.0619 -0.3345
H 2.7623 -7.0318 -1.0979
H 3.8946 -4.8737 -1.5793
H 2.6297 -2.7614 -1.3018
H -3.2224 -1.9189 1.1162
H -5.1319 -0.6809 1.7255
H -6.6595 1.2066 1.3468
H -5.9714 3.0809 -0.1322
H -3.7493 3.1026 -1.1940
F -2.2570 2.1328 4.3610
C -1.1323 2.4600 3.7199
F -0.4725 3.3596 4.4339
F -1.4660 3.0001 2.5417
S -0.1501 0.9186 3.4752
O -0.9595 0.1476 2.5439
O 0.0638 0.3760 4.7772
N 1.0954 1.5746 2.7762
S 2.3210 0.7491 2.2295
O 1.8907 -0.4635 1.5499
O 3.2000 1.6416 1.5481
C 3.2496 0.2175 3.7527
F 3.1505 1.1554 4.6862
F 4.5336 0.0527 3.4405
F 2.7715 -0.9289 4.2229
C 2.4615 4.0384 -1.3827
C 2.7347 2.7700 -1.8839
C 1.8817 1.7200 -1.5960
C 0.7876 1.9441 -0.7536
C 0.4598 3.2353 -0.3260
C 1.3301 4.2727 -0.6098
H 3.1310 4.8578 -1.6108
H 3.6140 2.6039 -2.4919
H 2.0833 0.7248 -1.9716
H -0.4304 3.4143 0.2638
H 1.1262 5.2664 -0.2333
*
```

The expectation value of S² is 6.08. The calculation puts the energy above the lowest of the compared OMol25 structures with the same formula, charge and spin at 0.000 eV. For the HOMO energy (spin up / spin down), the calculation gives -0.3144 / -0.3265 Eh. For the lowest unoccupied orbital energy (spin up / spin down), the calculation gives -1.08 / -3.15 eV.

Results of the natural (NBO) charge analysis, in e, for atoms 1 through 5:
1 Pt 1.346
2 O -0.668
3 C 0.374
4 C -0.282
5 C -0.146


3.
The following is a quantum chemistry calculation of a molecular structure, C22H16AsCl4IrNO10S at a distorted geometry, from the OMol25 dataset.

ORCA input file:
```
! wB97M-V def2-TZVPD RIJCOSX def2/J DEFGRID3
* xyz 0 6
Ir 0.2611 -0.3617 0.3777
O 2.8109 1.8816 -2.7064
As 1.6283 1.9392 -1.3925
O 2.2083 3.2674 -0.5492
O 1.8888 0.3470 -0.8533
C -0.0011 2.3028 -2.4424
C 0.3270 2.8033 -3.6984
C -0.6299 3.1865 -4.6300
C -1.9615 3.0570 -4.3171
C -2.3239 2.5704 -3.0682
C -1.3806 2.2095 -2.1113
S -2.2446 1.5113 -0.6571
O -3.6411 1.6891 -0.8783
O -1.9203 2.3204 0.6300
O -1.8255 0.1206 -0.5050
H 3.2186 1.0075 -2.6654
H 1.3717 2.8787 -3.9634
H -0.3161 3.5691 -5.5924
H -2.7326 3.3317 -5.0240
H -3.3705 2.4754 -2.8284
Cl 3.4540 6.0279 0.0878
C 2.4265 6.3258 -1.2655
C 2.9193 7.0155 -2.3575
C 2.0742 7.3078 -3.4160
C 0.7419 6.9342 -3.3750
C 0.2568 6.2456 -2.2748
Cl -1.4064 5.7778 -2.2538
C 1.0901 5.9138 -1.2087
N 0.6798 5.0764 -0.1456
C -0.2555 5.4544 0.7198
C -0.8035 6.7772 0.6567
C -1.8127 7.1679 1.4886
C -2.3182 6.2635 2.4287
C -1.7572 4.9971 2.5522
C -0.7210 4.5661 1.7487
C -0.1059 3.2322 2.0571
C -0.5106 2.0208 1.2252
O -0.5257 0.8743 1.9061
O 0.2037 1.8206 0.1138
H 3.9560 7.3191 -2.3672
H 2.4567 7.8382 -4.2772
H 0.0699 7.1614 -4.1900
H 1.3812 4.0099 -0.2716
H -0.3933 7.4649 -0.0687
H -2.2158 8.1689 1.4230
H -3.1259 6.5581 3.0847
H -2.1307 4.3250 3.3138
H -0.3345 2.9898 3.0940
H 0.9823 3.2740 1.9660
Cl -1.3285 -2.1918 2.1834
C -1.1591 -3.4453 0.9333
Cl -2.3810 -3.2400 -0.3302
C 0.2338 -3.4267 0.2749
O 0.7655 -4.4768 0.0469
O 0.7352 -2.2516 -0.0347
H -1.3061 -4.4072 1.4087
*
```

The expectation value of S² is 8.80. The calculation puts the energy above the lowest of the compared OMol25 structures with the same formula, charge and spin at 0.954 eV. For the HOMO energy (spin up / spin down), the calculation gives -0.3198 / -0.3551 Eh. For the lowest unoccupied orbital energy (spin up / spin down), the calculation gives 0.05 / -2.77 eV.

Results of the natural (NBO) charge analysis, in e, for atoms 1 through 5:
1 Ir 1.768
2 O -1.035
3 As 2.509
4 O -1.086
5 O -1.144


4.
The following is a quantum chemistry calculation of a molecular structure, C22H16Cl2IrN4O2S2 at a distorted geometry, from the OMol25 dataset.

ORCA input file:
```
! wB97M-V def2-TZVPD RIJCOSX def2/J DEFGRID3
* xyz 0 2
Ir 0.2500 -0.4153 -0.1359
Cl -5.7221 -1.2872 3.2543
C -4.1204 -1.5477 2.6492
C -3.5959 -0.6081 1.7701
C -2.3182 -0.7946 1.2600
N -1.7283 -0.0333 0.2309
C -2.4311 0.9793 -0.3608
O -3.2752 1.6891 0.1500
C -2.2237 1.0208 -1.8694
C -3.1209 1.6841 -2.6950
C -2.9403 1.5892 -4.0637
C -1.8632 0.8649 -4.5545
C -1.0038 0.2611 -3.6502
N -1.1990 0.3193 -2.3363
C -1.5507 -1.9157 1.6776
C -2.0920 -2.8451 2.5501
C -3.3829 -2.6549 3.0275
Cl -4.0334 -3.8424 4.1088
N -0.2603 -1.9155 1.1308
C 0.6512 -2.8619 1.4111
O 0.4916 -3.9121 2.0166
C 2.0370 -2.4839 0.9346
C 3.1196 -3.2192 1.3826
C 4.3906 -2.8593 0.9769
C 4.5265 -1.7691 0.1340
C 3.4015 -1.0772 -0.2683
N 2.1659 -1.4201 0.1135
H -4.1818 0.2543 1.5043
H -3.9276 2.2461 -2.2464
H -3.6289 2.0745 -4.7430
H -1.6853 0.7686 -5.6167
H -0.1327 -0.2883 -3.9895
H -1.5308 -3.7083 2.8643
H 2.9175 -4.0505 2.0425
H 5.2573 -3.4137 1.3105
H 5.4945 -1.4419 -0.2176
H 3.4809 -0.2199 -0.9203
C 1.7593 3.5777 1.5976
C 1.4913 2.4141 0.6962
S 0.6424 1.1219 1.4177
C 1.8608 2.3726 -0.6402
C 2.6226 3.4590 -1.3269
S 1.4412 0.9944 -1.5476
H 1.4696 3.3595 2.6239
H 1.1946 4.4528 1.2687
H 2.8195 3.8390 1.5934
H 3.6201 3.5805 -0.8965
H 2.1058 4.4163 -1.2315
H 2.7369 3.2463 -2.3874
*
```

The expectation value of S² is 0.76. The calculation puts the energy above the lowest of the compared OMol25 structures with the same formula, charge and spin at 1.687 eV. For the HOMO energy (spin up / spin down), the calculation gives -0.2657 / -0.2652 Eh. For the lowest unoccupied orbital energy (spin up / spin down), the calculation gives -0.82 / -1.90 eV.

Results of the natural (NBO) charge analysis, in e, for atoms 1 through 5:
1 Ir 0.850
2 Cl 0.013
3 C -0.051
4 C -0.260
5 C 0.122


5.
The following is a quantum chemistry calculation of a molecular structure, C22H16Cl2IrN7O4S at a distorted geometry, from the OMol25 dataset.

ORCA input file:
```
! wB97M-V def2-TZVPD RIJCOSX def2/J DEFGRID3
* xyz 1 2
Ir -0.1003 -0.3700 -0.4967
Cl 4.6143 -3.4167 4.7495
C 3.6147 -2.8324 3.4628
C 3.8282 -3.2862 2.1575
C 3.0427 -2.8126 1.1384
Cl 3.3580 -3.3609 -0.4733
C 1.9861 -1.8758 1.3444
O 1.3634 -1.4820 0.2827
C 1.7807 -1.4521 2.6686
C 0.7347 -0.5494 3.1264
O -0.2742 -0.1840 2.5324
C 2.6200 -1.9266 3.7028
H 4.6142 -3.9974 1.9445
H 0.8752 -0.2172 4.1689
H 2.4547 -1.5726 4.7118
C 0.0307 3.4846 2.8383
N -0.8786 3.3165 1.7068
C -2.1223 3.9051 1.5669
C -2.6621 3.4448 0.4283
N -1.7323 2.5660 -0.1383
C -0.6386 2.4991 0.6728
S 0.7762 1.5963 0.4614
C -1.9440 1.9385 -1.3922
C -2.5895 2.6658 -2.3770
C -2.9651 2.0298 -3.5467
C -2.6922 0.6807 -3.6893
C -1.9919 0.0366 -2.6906
N -1.5981 0.6534 -1.5583
H -0.3422 4.2962 3.4557
H 1.0256 3.7312 2.4770
H 0.0714 2.5584 3.4104
H -2.5150 4.5870 2.2996
H -3.6205 3.6293 -0.0203
H -2.7829 3.7171 -2.2225
H -3.4635 2.5841 -4.3301
H -2.9890 0.1295 -4.5695
H -1.7047 -1.0041 -2.7649
N -1.4287 -0.9695 0.9730
C -1.6617 -2.4373 0.8629
C -0.9857 -3.0275 -0.3784
O -0.8182 -4.2077 -0.4884
O -0.7149 -2.1262 -1.3110
H -0.9694 -0.7237 1.8641
H -2.3004 -0.4581 0.9014
H -2.7291 -2.6261 0.7532
H -1.3168 -2.9473 1.7585
N 1.1424 -0.1629 -2.0361
C 1.6325 -0.3600 -3.0564
C 2.2624 -0.5993 -4.2867
C 2.9545 -1.8065 -4.4927
N 3.5185 -2.7985 -4.6641
C 2.1646 0.3759 -5.3010
N 2.0660 1.1649 -6.1361
*
```

The expectation value of S² is 0.78. The calculation puts the energy above the lowest of the compared OMol25 structures with the same formula, charge and spin at 2.724 eV. For the HOMO energy (spin up / spin down), the calculation gives -0.3869 / -0.3867 Eh. For the lowest unoccupied orbital energy (spin up / spin down), the calculation gives -3.56 / -6.47 eV.

Results of the natural (NBO) charge analysis, in e, for atoms 1 through 5:
1 Ir 1.089
2 Cl 0.032
3 C -0.087
4 C -0.164
5 C -0.095


6.
The following is a quantum chemistry calculation of a molecular structure, C22H16Cl2N6O6RuS2 at a distorted geometry, from the OMol25 dataset.

ORCA input file:
```
! wB97M-V def2-TZVPD RIJCOSX def2/J DEFGRID3
* xyz 0 5
Ru 0.4801 -0.0133 -0.0160
Cl -5.1180 3.5025 2.2692
C -3.9921 2.5901 1.3614
C -2.7370 2.2529 1.8186
C -1.7816 1.7116 0.9627
N -0.4379 1.4256 1.1717
C 0.2611 2.0463 2.1911
O -0.1563 2.8610 3.0278
C 1.6282 1.4125 2.3242
C 2.5277 1.8071 3.3439
C 3.6330 1.0436 3.5370
C 3.8111 -0.1956 2.7931
C 2.8877 -0.5195 1.8356
N 1.8692 0.3461 1.5678
C -2.1334 1.3062 -0.3243
C -3.4058 1.5889 -0.8041
C -4.3621 2.1285 0.0435
Cl -5.9219 2.2608 -0.5222
N -1.1461 0.7573 -1.0693
C -0.8659 1.4075 -2.2882
O -1.6011 1.5770 -3.2503
C 0.4947 1.9789 -2.2874
C 0.8270 3.0539 -3.1524
C 2.0457 3.6884 -2.9499
C 2.8846 3.2189 -1.9030
C 2.5064 2.1215 -1.1364
N 1.2991 1.5405 -1.2989
H -2.3323 2.6000 2.8173
H 2.3655 2.7998 3.8877
H 4.4235 1.3594 4.2111
H 4.7168 -0.8345 2.8339
H 2.8459 -1.4770 1.3045
H -3.6363 1.3581 -1.8129
H 0.1552 3.3182 -3.9334
H 2.3205 4.4838 -3.6856
H 3.8215 3.6681 -1.7677
H 3.2030 1.7170 -0.3898
C -1.4927 -3.9514 -2.7571
N -0.3593 -4.1475 -1.7371
C 0.0620 -5.3592 -1.2462
C 1.0838 -5.0942 -0.3704
N 1.2711 -3.7465 -0.2192
C 0.4101 -3.1652 -1.0967
S 0.5972 -1.5423 -1.6715
H -1.2137 -4.3318 -3.7190
H -1.6538 -2.8855 -2.8434
H -2.3768 -4.4360 -2.3447
H -0.4279 -6.3133 -1.5177
H 1.7954 -5.7996 0.0529
H -0.4384 -3.7630 1.7029
O -1.9970 -2.5950 -0.0555
S -1.7897 -2.2131 1.3313
O -1.2848 -3.5040 2.1856
O -0.5933 -1.2288 1.4996
O -2.9719 -1.8158 2.0960
*
```

The expectation value of S² is 6.04. The calculation puts the energy above the lowest of the compared OMol25 structures with the same formula, charge and spin at 0.359 eV. For the HOMO energy (spin up / spin down), the calculation gives -0.2632 / -0.2864 Eh. For the lowest unoccupied orbital energy (spin up / spin down), the calculation gives -0.93 / -3.01 eV.

Results of the natural (NBO) charge analysis, in e, for atoms 1 through 5:
1 Ru 1.062
2 Cl 0.081
3 C -0.029
4 C -0.246
5 C 0.189